Here is a cluster of 2 separate species, C3H12NO2 in total from the Open Molecules 2025 dataset. Energies are from wB97M-V/def2-TZVPD.

Geometry as XYZ:
```
18
Properties=species:S:1:pos:R:3:forces:R:3
C -0.25466 0.02952 0.28021 0.1 0.3 -0.2
C -0.39301 0.97205 -0.89675 0.5 -0.5 -0.1
C -1.73211 1.63472 -0.98383 -0.3 0.9 -0.1
O 0.69239 1.87265 -0.72466 0.0 0.0 0.0
N 1.05763 -0.69280 0.18934 0.1 0.0 0.4
H -0.18888 0.61011 1.19256 -0.2 0.1 0.2
H -1.07059 -0.67549 0.34450 0.0 -0.3 0.0
H -0.23531 0.37682 -1.81536 -0.1 0.1 0.1
H -2.51182 0.91477 -1.19558 -0.2 -0.2 0.1
H -1.71196 2.32053 -1.83262 0.0 0.0 -0.1
H -1.99707 2.26040 -0.12137 0.2 -0.4 0.0
H 0.63877 2.57889 -1.37812 0.1 0.0 0.0
H 1.80585 0.00796 0.12871 -0.1 -0.1 0.1
H 1.15810 -1.29863 -0.62329 -0.3 0.0 -0.2
H 1.16632 -1.30716 1.02178 0.3 0.0 -0.2
H 0.56897 -3.06495 2.59243 0.0 0.2 0.0
H 1.75295 -3.68672 1.87700 -0.1 0.5 -0.1
O 1.25443 -2.85268 1.94504 0.0 -0.6 0.2
```
Forces are in eV/Å.

As for the spin multiplicity: 1. For the LUMO energy, the calculation gives -3.11 eV. The value obtained for the HOMO energy is -14.75 eV. For the energy, the calculation gives -8884.7821 eV. The value obtained for the relative energy (zero: lowest compared OMol25 entry of this formula, charge and spin) is 8.9 kJ/mol. The molar mass is 94.1 Da. Its net charge is +1.

natural (NBO) atomic charge list, values in e, 5 entries: -0.232, 0.082, -0.644, -0.740, -0.688